(1)
C36H55BN9O5Si4TeTi | ωB97M-V with the def2-TZVPD basis set

Geometry (Å):
Ti: 0.44 -1.58 -0.28
C: -1.78 -4.72 -1.43
C: -1.72 -4.28 0.00
C: -2.58 -4.74 1.01
C: -2.08 -4.22 2.18
N: -0.99 -3.49 1.87
N: -0.77 -3.51 0.52
B: 0.11 -2.86 2.73
N: 1.46 -3.42 2.26
C: 2.20 -4.36 2.88
C: 3.19 -4.75 2.02
C: 2.98 -4.00 0.85
C: 3.80 -4.12 -0.39
N: 1.94 -3.19 1.01
N: 0.12 -1.32 2.59
C: -0.65 -0.48 3.29
C: -0.19 0.80 3.08
C: 0.88 0.65 2.19
C: 1.78 1.73 1.70
N: 1.05 -0.64 1.87
N: -0.01 -3.16 4.24
C: 0.75 -2.52 5.16
C: 0.51 -3.09 6.39
C: -0.44 -4.10 6.12
C: -1.09 -5.04 7.08
N: -0.74 -4.13 4.83
H: -2.78 -5.09 -1.65
H: -1.07 -5.54 -1.59
H: -1.53 -3.93 -2.13
H: -3.44 -5.38 0.89
H: -2.38 -4.33 3.20
H: 1.95 -4.67 3.88
H: 3.96 -5.48 2.20
H: 4.68 -4.73 -0.18
H: 4.12 -3.16 -0.78
H: 3.23 -4.61 -1.19
H: -1.46 -0.85 3.90
H: -0.57 1.71 3.51
H: 1.62 2.64 2.28
H: 1.59 1.94 0.65
H: 2.83 1.44 1.80
H: 1.40 -1.71 4.87
H: 0.96 -2.83 7.33
H: -0.37 -5.45 7.78
H: -1.56 -5.86 6.53
H: -1.87 -4.53 7.66
O: -5.46 -1.15 -2.12
C: -4.31 -1.20 -1.77
C: -3.77 -0.73 -0.43
O: -4.43 -0.29 0.49
C: -2.33 -0.98 -0.51
C: -1.98 -1.57 -1.73
O: -0.77 -1.95 -1.90
C: -3.15 -1.75 -2.59
O: -3.22 -2.27 -3.68
O: -1.40 -0.82 0.37
C: -3.71 2.58 -1.95
Si: -2.54 3.36 -0.70
C: -2.64 2.49 0.95
C: -3.12 5.14 -0.43
Si: -0.37 3.30 -1.55
Te: 0.62 1.04 -1.90
Si: -0.42 4.11 -3.74
C: -1.18 2.86 -4.92
C: -1.42 5.71 -3.98
C: 1.34 4.46 -4.33
Si: 0.90 4.88 -0.36
C: 2.76 4.59 -0.52
C: 0.45 4.99 1.48
C: 0.59 6.62 -1.03
H: -4.75 2.65 -1.62
H: -3.46 1.53 -2.10
H: -3.62 3.07 -2.93
H: -3.68 2.39 1.29
H: -2.09 3.06 1.71
H: -2.21 1.49 0.91
H: -4.16 5.16 -0.09
H: -3.05 5.74 -1.35
H: -2.51 5.64 0.34
H: -2.27 2.80 -4.79
H: -0.78 1.86 -4.74
H: -0.97 3.14 -5.96
H: -2.42 5.60 -3.56
H: -1.53 5.93 -5.05
H: -0.95 6.57 -3.50
H: 1.94 3.56 -4.21
H: 1.80 5.26 -3.75
H: 1.36 4.75 -5.39
H: 3.05 3.63 -0.09
H: 3.33 5.38 -0.02
H: 3.04 4.57 -1.58
H: 0.04 4.05 1.85
H: -0.31 5.76 1.63
H: 1.32 5.25 2.08
H: 1.00 6.74 -2.04
H: 1.05 7.38 -0.39
H: -0.48 6.83 -1.07
C: 1.28 -3.69 -2.95
C: 2.26 -2.60 -2.66
C: 3.41 -2.31 -3.36
C: 4.10 -1.31 -2.63
C: 3.34 -1.04 -1.52
C: 3.66 -0.13 -0.38
N: 2.20 -1.82 -1.52
H: 1.78 -4.49 -3.50
H: 0.43 -3.35 -3.54
H: 0.89 -4.12 -2.02
H: 3.72 -2.79 -4.28
H: 5.04 -0.85 -2.88
H: 4.71 -0.25 -0.08
H: 3.04 -0.37 0.48
H: 3.50 0.92 -0.63

Computed properties:
- Charge: -2
- Orbital gap (alpha / beta): 5.80 / 5.82 eV
- <S²>: 0.754
- Spin multiplicity: 2


(2)
C4H14N3 | ωB97M-V with the def2-TZVPD basis set

Geometry (Å):
C: -2.14 1.79 2.04
N: -0.82 1.12 -0.41
C: -0.18 1.86 0.62
N: -0.67 1.92 1.82
H: -2.75 2.29 1.25
H: -2.39 2.23 3.00
H: -2.43 0.73 2.07
H: -0.67 1.53 -1.33
H: -1.78 1.03 -0.20
H: 0.85 2.14 0.39
C: 2.00 -1.28 -1.81
C: 1.12 -2.12 -0.90
N: 0.48 -1.30 0.20
H: 2.42 -1.90 -2.62
H: 1.42 -0.48 -2.26
H: 2.85 -0.85 -1.24
H: 0.25 -2.41 -1.51
H: 1.58 -3.01 -0.48
H: 1.14 -0.97 0.88
H: -0.25 -1.88 0.74
H: -0.01 -0.45 -0.23

Computed properties:
- Charge: +1
- Orbital gap: 9.80 eV


| no. | molecular weight (g mol⁻¹) | F_max (Eh/bohr) | E_tot (eV) |
| --- | --- | --- | --- |
| 1 | 992.5 | 0.007 | -124480.0077 |
| 2 | 104.2 | 0.060 | -8838.4388 |